1.
ORCA calculation (ωB97M-V/def2-TZVPD) on a molecular structure, C32H32AsBrF14N5O8SSr.

Last column: Mulliken spin population.
Positions of all 95 atoms, in Å:
Sr  -0.27268  0.17648  1.26777  0.076
Br  -2.78933  -1.82724  -4.31810  0.000
C  -1.72516  -0.23859  -4.16583  0.000
C  -0.87040  0.08332  -5.20569  0.000
C  -0.12443  1.23861  -5.05081  0.000
C  -0.26089  1.98959  -3.89416  0.000
C  -1.12226  1.53675  -2.90650  0.000
N  -1.86175  0.43195  -3.05510  0.000
C  -1.24883  2.25215  -1.57113  0.001
O  -1.66172  3.40613  -1.56902  0.000
O  -0.92913  1.53205  -0.56680  -0.005
H  -0.78222  -0.55075  -6.07453  0.000
H  0.57160  1.53911  -5.82377  0.000
H  0.30026  2.90008  -3.73480  0.000
N  0.92014  -0.90414  -2.54134  0.000
C  2.19740  -1.45777  -2.66798  0.001
C  3.31375  -0.67646  -2.97434  0.000
C  4.56175  -1.26147  -3.13895  0.000
C  4.72978  -2.63325  -3.00062  0.000
C  3.61823  -3.41494  -2.71686  0.000
C  2.36696  -2.84037  -2.55539  -0.001
S  6.35912  -3.37172  -3.11567  0.000
O  7.03451  -2.63852  -4.17702  0.000
O  6.11148  -4.78066  -3.40744  0.000
O  6.96154  -3.16190  -1.79675  0.000
H  0.27670  -1.50985  -2.04388  0.000
H  0.88462  0.03454  -2.16903  0.000
H  3.19587  0.39715  -3.08223  0.000
H  5.42502  -0.65340  -3.37968  0.000
H  3.74629  -4.48669  -2.62893  0.000
H  1.50446  -3.45557  -2.32119  0.000
F  1.02182  -0.53644  5.07660  0.062
C  1.61462  -0.80330  3.92322  0.741
F  2.81737  -0.25694  3.86973  0.068
H  1.58446  -1.85512  3.63852  0.089
F  -2.18517  -0.42329  2.60611  0.003
As  -2.77410  -1.90246  3.43261  0.006
F  -4.37080  -1.48912  2.91249  0.000
F  -2.52466  -2.78575  1.95538  0.001
F  -3.32932  -3.33656  4.21149  0.000
F  -1.11653  -2.23880  3.84170  0.008
F  -2.96766  -0.98160  4.87150  0.000
C  0.10784  4.09600  1.78612  0.002
C  1.02041  3.11924  2.54380  -0.006
O  1.03008  1.88328  2.01027  -0.048
C  2.46098  3.69021  2.52497  0.000
F  2.85504  3.91988  1.25963  0.000
F  3.36340  2.86802  3.07030  0.000
F  2.57187  4.87752  3.17904  0.000
C  0.52706  3.04264  4.01280  0.002
F  0.28592  4.25052  4.57630  0.000
F  1.37747  2.40434  4.83023  0.001
F  -0.63950  2.36692  4.06000  0.000
H  0.38127  4.07135  0.73421  0.000
H  0.16949  5.11625  2.16595  -0.001
H  -0.92124  3.74601  1.86048  0.000
C  -2.67929  -4.81079  -1.44328  0.000
N  -2.97290  -3.44682  -1.04307  0.000
C  -4.23805  -3.00595  -0.85930  0.000
C  -4.49221  -1.72992  -0.52085  0.000
C  -3.35691  -0.87408  -0.35368  -0.001
N  -2.11608  -1.31650  -0.45713  0.003
C  -1.87953  -2.59457  -0.83822  0.002
O  -0.75470  -3.05616  -1.01636  0.000
N  -3.54198  0.42282  -0.08385  0.000
H  -3.61647  -5.35706  -1.53358  0.000
H  -2.04263  -5.28915  -0.70066  0.000
H  -2.15123  -4.81560  -2.39615  0.000
H  -5.02210  -3.73581  -1.01099  0.000
H  -5.49922  -1.37125  -0.37885  0.000
H  -4.45430  0.77558  0.13174  0.000
H  -2.74555  1.05110  -0.11142  0.000
C  5.44341  -6.47901  -0.25956  0.000
C  4.39115  -5.49194  0.15922  0.001
C  4.70030  -4.13888  0.19470  0.000
C  3.74038  -3.18103  0.46953  -0.003
C  4.15542  -1.73982  0.38865  0.000
C  2.41711  -3.60263  0.75392  0.008
C  1.33778  -2.63624  0.85914  0.042
O  1.43005  -1.42890  0.65442  -0.053
C  2.10431  -4.97839  0.78509  0.000
C  0.73315  -5.54642  1.07615  0.000
C  3.10146  -5.89457  0.48435  -0.001
H  6.17403  -5.99314  -0.90719  0.000
H  5.00050  -7.31398  -0.80402  0.000
H  5.96221  -6.88513  0.61379  0.000
H  5.68721  -3.81530  -0.11234  0.000
H  5.22596  -1.68584  0.19759  -0.001
H  3.91496  -1.19168  1.30138  0.000
H  3.63598  -1.23566  -0.42652  0.002
H  0.35858  -3.03126  1.14984  -0.001
H  -0.01930  -4.81934  1.36184  0.000
H  0.80808  -6.27877  1.88248  0.000
H  0.36153  -6.06802  0.19169  0.000
H  2.85260  -6.95185  0.46520  0.000

Values from the calculation:
2S+1 = 2
relative energy (zero: lowest compared OMol25 entry of this formula, charge and spin) = 0.000 eV
⟨S²⟩ = 0.752
orbital gap = 0.2452 hartree
total charge = -2

2.
ORCA calculation (ωB97M-V/def2-TZVPD) on 4 unconnected molecules or ions with the total composition C32H32BrIN4O2.

Last column: Mulliken charge in e.
Positions of all 72 atoms, in Å:
C  -0.75525  -2.56619  1.70958  -0.886
C  0.18008  -1.93478  0.52039  0.651
C  -0.52428  -0.74762  -0.36397  -0.060
Br  -2.42539  -1.20405  -0.94706  -0.014
C  0.34330  -0.44310  -1.73258  0.699
C  1.05161  0.87396  -1.92916  -0.020
C  1.09193  2.10003  -0.84180  0.004
C  1.60783  1.82070  0.67506  0.313
C  1.70903  2.93697  1.90040  -0.286
C  1.24973  4.45241  1.35857  -0.391
C  0.80692  4.52955  -0.20655  -0.173
N  0.69559  3.47621  -1.25484  -0.402
C  1.87211  1.13539  -3.36230  0.151
O  1.80981  2.29350  -4.04620  -0.551
C  2.73794  -0.19036  -3.90096  -0.536
C  2.02256  -1.51456  -3.70629  0.562
C  2.83657  -2.84893  -4.20071  -0.777
C  3.29577  -3.66129  -2.83505  -0.520
C  4.20375  -2.75265  -1.81500  -0.644
I  4.41697  -3.89578  0.08922  -0.042
C  0.51811  -1.52421  -2.99129  0.162
O  -0.43005  -2.37138  -3.39888  -0.549
H  -1.83494  -2.11974  1.78517  0.198
H  -0.23959  -2.38007  2.75858  0.212
H  -0.78715  -3.75171  1.58188  0.283
H  0.53411  -2.80662  -0.21003  0.121
H  1.13946  -1.47625  1.06132  -0.277
H  -0.65697  0.23431  0.30193  -0.127
H  1.90792  0.70198  0.94340  -0.107
H  2.05222  2.70764  2.99462  0.341
H  1.28329  5.40133  2.06819  0.290
H  0.51933  5.63048  -0.57529  0.285
H  3.80975  -0.11414  -4.38037  0.249
H  2.26736  -3.51347  -4.98290  0.293
H  3.84522  -2.50863  -4.72772  0.293
H  3.96354  -4.58993  -3.16147  0.361
H  2.29409  -3.99365  -2.30133  0.305
H  3.71678  -1.72938  -1.49931  0.180
H  5.29874  -2.54234  -2.17841  0.437
N  -6.90092  0.70881  -2.94188  -0.565
C  -6.70194  1.80236  -3.70992  -0.259
C  -5.45008  2.26350  -4.08456  -0.353
C  -4.33181  1.56446  -3.64262  -0.433
C  -4.50429  0.43535  -2.84860  0.290
C  -5.79635  0.04980  -2.52947  -0.150
H  -7.60528  2.31537  -4.02687  0.339
H  -5.34944  3.14647  -4.70543  0.360
H  -3.33416  1.89651  -3.91481  0.421
H  -3.65320  -0.13092  -2.48770  -0.077
H  -5.98321  -0.82676  -1.91544  0.360
N  -2.42813  0.71800  2.88768  -0.336
C  -3.76709  0.85657  3.00321  -0.351
C  -4.45097  2.02094  2.69223  -0.367
C  -3.71887  3.11299  2.23841  -0.447
C  -2.33814  3.00175  2.11069  -0.277
C  -1.74444  1.79466  2.44290  -0.185
H  -4.29342  -0.02216  3.36440  0.369
H  -5.52816  2.07514  2.80165  0.386
H  -4.21998  4.04297  1.98609  0.385
H  -1.73915  3.83464  1.76029  0.350
H  -0.67023  1.65695  2.35675  0.489
N  2.45730  -0.42431  3.98405  -0.185
C  2.18537  -0.94451  5.20093  -0.328
C  2.94109  -1.93958  5.79999  -0.461
C  4.04147  -2.43621  5.10931  -0.192
C  4.34604  -1.92193  3.85318  -0.793
C  3.53282  -0.92514  3.33840  0.036
H  1.31502  -0.52662  5.69844  0.372
H  2.67785  -2.31847  6.78101  0.379
H  4.65680  -3.21731  5.54623  0.369
H  5.19643  -2.28804  3.28921  0.443
H  3.73129  -0.48891  2.36340  0.384

Values from the calculation:
SMILES string = CC[C@H](Br)C1=C(c2ccccn2)C(=O)C=C(CCCI)C1=O.c1ccncc1.c1ccncc1.c1ccncc1
orbital gap = 0.2686 hartree
total charge = 0